*a*
51
Properties=species:S:1:pos:R:3:lowdin_charge:R:1 method="wB97M-V/def2-TZVPD" multiplicity=1 e_homo_ha=-0.3309 gap_ev=8.25 lumo_energy_ev=-0.75
O -1.975 2.777 1.953 -0.069
H -1.073 2.578 2.174 -0.034
H -2.314 1.927 1.656 -0.031
O -0.754 -0.660 2.869 -0.070
H -1.667 -0.427 2.928 -0.001
H -0.507 -0.247 2.010 -0.011
O -0.293 3.563 -1.271 -0.047
H 0.139 3.098 -0.534 0.015
H -0.234 2.963 -2.006 -0.024
O 1.589 -3.001 -2.053 -0.046
H 1.667 -3.852 -1.694 0.020
H 0.678 -2.636 -1.942 -0.020
O 1.973 -0.310 2.071 -0.054
H 1.390 -0.824 1.489 -0.008
H 2.101 -0.878 2.816 0.068
O 1.953 2.321 -0.243 -0.062
H 1.713 1.946 -1.127 0.003
H 2.615 1.841 0.217 -0.021
O 4.177 0.774 0.726 -0.076
H 4.374 0.776 1.631 0.008
H 3.373 0.172 0.583 0.017
O 2.320 -0.559 -0.662 -0.045
H 2.310 -1.448 -1.068 0.048
H 2.722 -0.023 -1.323 0.051
O 0.675 2.081 2.772 -0.049
H 0.995 1.217 2.477 -0.014
H 1.406 2.692 2.656 0.053
O -2.866 0.268 1.690 -0.030
H -3.791 0.176 1.578 0.062
H -2.417 0.126 0.884 -0.012
O -3.215 -0.314 -0.897 -0.037
H -2.792 -0.240 -1.736 -0.001
H -4.076 -0.788 -0.993 0.105
O -0.233 0.385 0.236 -0.030
H 0.641 0.773 0.108 0.011
H -0.155 -0.345 -0.374 -0.001
O 0.581 -2.334 0.923 -0.034
H 1.501 -2.626 1.027 0.089
H 0.026 -2.802 1.520 0.054
O -1.483 0.413 -3.035 -0.026
H -1.731 0.447 -3.959 0.086
H -0.995 -0.438 -2.994 0.057
O -2.370 -2.543 0.546 -0.028
H -2.546 -1.841 -0.068 -0.035
H -3.090 -2.648 1.149 0.046
O -0.604 -1.791 -1.650 -0.061
H -0.487 -2.252 -0.803 0.040
H -1.380 -2.241 -2.045 0.114
O 0.963 1.388 -2.559 -0.063
H 1.172 2.177 -3.052 0.071
H -0.007 1.191 -2.598 0.025



*b*
51
Properties=species:S:1:pos:R:3:lowdin_charge:R:1 method="wB97M-V/def2-TZVPD" multiplicity=1 e_homo_ha=-0.3756 gap_ev=9.59 lumo_energy_ev=-0.63
O 2.930 -1.586 -1.503 -0.048
H 2.945 -1.187 -0.648 -0.025
H 3.561 -2.328 -1.456 0.089
O 1.440 -2.326 1.462 -0.021
H 0.812 -1.859 1.958 -0.047
H 2.215 -2.525 2.011 0.077
O 0.962 -1.143 -3.957 -0.041
H 0.924 -1.595 -3.086 0.003
H 1.851 -0.964 -4.140 -0.006
O 3.281 -0.083 0.634 -0.002
H 3.276 0.835 0.516 0.023
H 2.777 -0.332 1.418 0.043
O -0.239 -0.401 2.568 -0.066
H -1.201 -0.518 2.675 0.037
H 0.214 -0.360 3.412 0.082
O -0.919 3.079 -0.423 -0.027
H -1.363 3.454 -1.191 0.065
H -1.552 2.409 -0.274 -0.031
O 1.284 2.531 2.589 -0.067
H 1.411 1.606 2.942 0.054
H 1.341 2.521 1.635 -0.026
O -2.783 1.155 -0.774 -0.060
H -2.808 0.164 -0.724 0.026
H -3.637 1.405 -1.022 0.064
O -1.507 2.468 2.730 -0.055
H -1.521 1.518 2.511 -0.019
H -0.606 2.751 2.789 -0.020
O 2.327 1.072 -2.422 -0.015
H 2.939 0.295 -2.403 0.045
H 1.479 0.799 -2.478 -0.050
O -2.840 -1.498 -0.685 0.002
H -2.366 -1.790 0.086 -0.007
H -2.286 -1.774 -1.369 0.026
O 0.289 -2.213 -1.290 -0.016
H 1.211 -2.387 -1.293 0.008
H -0.059 -3.073 -1.219 0.064
O -1.471 0.523 -2.968 -0.028
H -1.808 0.842 -2.151 -0.055
H -2.230 0.571 -3.537 0.033
O -2.734 0.154 1.809 -0.030
H -2.690 0.796 1.125 0.008
H -3.489 -0.344 1.521 0.063
O -1.723 -2.629 1.533 -0.045
H -1.775 -2.440 2.513 0.094
H -0.779 -2.662 1.369 0.014
O 1.818 2.716 -0.045 -0.053
H 1.715 1.854 -0.409 -0.028
H 0.931 3.073 -0.224 0.025
O 0.125 0.148 -0.236 -0.023
H 0.133 0.036 0.703 -0.016
H 0.218 -0.756 -0.577 -0.018



*c*
51
Properties=species:S:1:pos:R:3:lowdin_charge:R:1 method="wB97M-V/def2-TZVPD" multiplicity=1 e_homo_ha=-0.3513 gap_ev=8.91 lumo_energy_ev=-0.65
O 6.901 -3.858 -6.552 -0.042
H 7.652 -3.275 -6.523 0.015
H 7.342 -4.731 -6.481 0.095
O 3.619 -1.456 -2.551 -0.022
H 3.732 -2.321 -2.953 -0.010
H 2.696 -1.380 -2.650 0.024
O 6.003 -1.673 -8.398 -0.048
H 5.809 -1.570 -7.464 -0.009
H 6.479 -0.907 -8.717 0.053
O 8.333 -1.388 -6.442 -0.029
H 8.543 -1.666 -7.334 0.050
H 7.633 -0.768 -6.446 -0.034
O 4.271 -1.874 -6.167 -0.040
H 4.184 -2.799 -6.356 0.003
H 5.033 -1.773 -5.597 0.009
O 1.837 -0.643 -4.791 -0.050
H 2.782 -0.464 -4.721 -0.025
H 1.580 0.050 -4.178 0.042
O 6.096 0.274 -6.490 -0.049
H 5.747 0.519 -7.349 0.019
H 5.447 0.375 -5.828 -0.015
O 1.462 -4.063 -7.762 -0.049
H 0.871 -4.294 -7.057 0.021
H 2.336 -4.248 -7.395 -0.032
O 7.466 0.169 -3.806 -0.029
H 6.907 -0.431 -4.229 -0.066
H 7.936 0.667 -4.478 0.041
O 4.364 0.707 -8.646 -0.040
H 3.690 0.117 -8.268 0.022
H 4.088 1.604 -8.651 0.041
O 5.405 -4.683 -8.608 -0.010
H 5.851 -4.220 -7.920 -0.034
H 5.942 -5.442 -8.786 0.059
O 2.126 -1.017 -7.740 -0.058
H 2.362 -1.618 -8.440 -0.023
H 2.674 -1.263 -7.005 -0.029
O 4.199 -3.836 -3.490 -0.029
H 3.361 -4.138 -3.864 0.100
H 4.439 -4.590 -2.927 0.110
O 4.392 0.384 -4.311 -0.067
H 4.882 1.108 -3.869 0.096
H 4.358 -0.305 -3.640 0.001
O 6.250 -2.326 -4.086 -0.026
H 7.010 -2.705 -4.433 0.003
H 5.647 -3.049 -3.803 0.021
O 3.766 -4.552 -6.587 -0.053
H 4.196 -5.026 -5.872 0.064
H 4.325 -4.779 -7.346 0.013
O 3.414 -2.211 -9.747 -0.018
H 3.535 -1.679 -10.504 0.040
H 4.150 -2.162 -9.148 -0.003



Referenced to the most stable arrangement, the calculated values in kJ/mol are *a* 49.7; *b* 35.0; *c* 0.0.



*a*
119
Properties=species:S:1:pos:R:3:lowdin_charge:R:1 method="wB97M-V/def2-TZVPD" multiplicity=1 e_homo_ha=-0.3203 gap_ev=8.65 lumo_energy_ev=-0.07
C -3.339 -4.557 1.581 -0.068
C -2.653 -3.195 1.716 -0.303
O -1.620 -3.339 2.635 -0.069
H -4.239 -4.415 0.940 0.088
H -3.630 -5.165 2.453 0.092
H -2.760 -5.226 1.042 0.027
H -3.395 -2.463 1.980 0.108
H -2.251 -2.852 0.770 0.067
H -1.298 -2.526 2.988 0.011
C -3.989 0.568 0.742 -0.088
C -4.555 1.803 1.466 -0.256
O -5.926 1.365 1.826 -0.125
H -4.544 0.365 -0.198 0.076
H -4.009 -0.362 1.308 0.058
H -2.945 0.788 0.536 0.039
H -4.576 2.708 0.900 0.084
H -3.934 2.013 2.289 0.077
H -6.355 2.150 2.287 0.098
C -0.650 -0.531 0.237 -0.042
C 0.371 0.462 -0.355 -0.272
O 0.856 -0.131 -1.501 -0.118
H -1.051 -0.139 1.193 0.066
H -0.263 -1.495 0.552 0.039
H -1.432 -0.810 -0.467 0.065
H 1.253 0.627 0.212 0.067
H 0.016 1.440 -0.566 0.092
H 0.224 0.002 -2.166 0.034
C 0.244 2.869 -3.902 -0.599
O -0.045 1.600 -3.385 -0.104
N 1.197 3.008 -4.754 0.150
N -0.235 4.000 -3.495 0.177
H 1.630 2.075 -4.969 0.103
H 1.597 3.843 -5.157 0.123
H -0.679 3.940 -2.595 0.052
H 0.177 4.924 -3.759 0.145
C 2.471 -2.270 0.780 -0.671
O 1.893 -1.480 1.731 -0.103
N 2.547 -1.891 -0.431 0.197
N 3.064 -3.398 1.088 0.146
H 1.901 -1.143 -0.720 0.066
H 3.135 -2.412 -1.144 0.166
H 2.816 -3.779 2.102 0.187
H 3.518 -4.015 0.440 0.100
C -0.761 -2.213 -3.984 -0.524
O 0.229 -1.579 -4.750 -0.108
N -0.688 -2.453 -2.706 0.199
N -1.876 -2.677 -4.448 0.160
H 0.054 -2.137 -2.132 0.075
H -1.376 -3.044 -2.228 0.066
H -2.221 -2.458 -5.360 0.115
H -2.688 -2.857 -3.818 0.042
C 1.890 1.267 3.881 -0.600
O 1.342 1.143 2.623 -0.103
N 2.698 2.212 4.202 0.145
N 1.722 0.339 4.784 0.160
H 2.817 2.964 3.481 0.049
H 3.223 2.239 5.109 0.159
H 0.930 -0.294 4.509 0.048
H 1.755 0.587 5.815 0.146
C 2.807 3.777 0.976 -0.583
O 2.785 4.037 2.338 -0.133
N 3.321 4.668 0.181 0.177
N 2.284 2.754 0.416 0.205
H 3.470 5.604 0.558 0.126
H 3.222 4.673 -0.816 0.103
H 1.777 2.219 1.107 0.063
H 2.295 2.541 -0.600 0.097
C -3.645 -3.008 -1.815 -0.624
O -3.741 -1.973 -0.938 -0.048
N -4.124 -3.005 -3.007 0.132
N -2.856 -4.016 -1.497 0.154
H -4.823 -2.223 -3.101 0.178
H -4.421 -3.791 -3.603 0.158
H -2.538 -4.087 -0.568 0.041
H -2.698 -4.910 -2.048 0.176
C -1.114 -0.383 4.248 -0.589
O -1.693 0.773 3.676 -0.107
N -0.230 -1.146 3.645 0.098
N -1.434 -0.745 5.452 0.173
H 0.218 -0.834 2.752 0.092
H 0.171 -1.999 4.076 0.154
H -2.027 -0.062 5.911 0.131
H -0.994 -1.556 5.939 0.148
C 0.409 -4.406 -0.313 -0.175
O 0.204 -4.922 0.965 -0.099
H -0.236 -4.976 -1.029 0.086
H 1.418 -4.542 -0.623 0.057
H 0.112 -3.388 -0.311 0.038
H 0.018 -4.336 1.681 0.039
C -2.655 3.037 -1.684 -0.187
O -1.486 3.423 -1.157 -0.131
H -2.620 1.974 -1.749 0.077
H -2.760 3.392 -2.676 0.072
H -3.493 3.382 -1.099 0.077
H -1.311 3.073 -0.273 0.053
C 2.922 -0.371 -4.266 -0.160
O 1.928 0.259 -5.025 -0.143
H 2.791 -0.127 -3.215 0.050
H 3.902 -0.120 -4.584 0.065
H 2.936 -1.467 -4.383 0.088
H 1.125 -0.226 -4.859 -0.008
C 4.040 1.983 -2.063 -0.170
O 2.753 2.375 -2.261 -0.127
H 4.517 2.606 -1.322 0.070
H 4.637 1.832 -2.941 0.089
H 3.919 1.044 -1.565 0.068
H 2.355 1.955 -3.024 0.048
C 4.536 0.931 1.230 -0.205
O 4.719 1.010 2.595 -0.088
H 4.870 1.836 0.704 0.069
H 3.509 0.724 0.999 0.040
H 4.997 0.086 0.710 0.080
H 3.995 1.493 3.015 0.022
C -0.541 3.858 2.405 -0.140
O -0.871 2.819 1.519 -0.146
H -0.530 4.878 2.004 0.086
H 0.454 3.748 2.839 0.051
H -1.300 3.845 3.231 0.092
H -0.858 2.015 2.034 0.027



*b*
119
Properties=species:S:1:pos:R:3:lowdin_charge:R:1 method="wB97M-V/def2-TZVPD" multiplicity=1 e_homo_ha=-0.2801 gap_ev=7.41 lumo_energy_ev=-0.21
C -2.454 -4.330 2.199 -0.075
C -2.846 -2.940 1.670 -0.282
O -1.801 -2.048 2.069 -0.117
H -3.210 -4.949 1.715 0.080
H -2.306 -4.470 3.280 0.089
H -1.463 -4.630 1.814 0.047
H -3.865 -2.626 2.063 0.136
H -2.911 -3.053 0.613 0.079
H -2.177 -1.154 1.898 0.051
C 0.665 3.550 2.866 -0.091
C -0.536 4.108 3.544 -0.282
O -1.388 4.710 2.553 -0.085
H 0.396 2.684 2.192 0.063
H 1.355 3.185 3.610 0.059
H 1.270 4.262 2.228 0.090
H -0.224 4.906 4.262 0.130
H -0.978 3.406 4.165 0.074
H -2.051 5.166 3.045 0.080
C 3.891 2.463 -1.339 -0.049
C 2.724 1.646 -0.854 -0.284
O 2.298 2.079 0.452 -0.140
H 3.879 3.524 -1.172 0.071
H 4.043 2.122 -2.356 0.086
H 4.740 2.093 -0.745 0.087
H 2.911 0.608 -1.023 0.096
H 1.988 1.847 -1.539 0.072
H 2.206 3.029 0.341 0.046
C -4.272 2.111 -0.952 -0.626
O -4.526 0.718 -1.269 -0.133
N -3.151 2.669 -1.183 0.125
N -5.060 2.914 -0.410 0.193
H -2.234 2.239 -1.470 0.095
H -3.282 3.663 -1.366 0.147
H -5.994 2.520 -0.170 0.167
H -4.833 3.875 -0.230 0.131
C -0.545 -0.350 -0.169 -0.602
O -1.833 -0.666 -0.455 -0.083
N 0.434 -1.158 -0.492 0.159
N -0.128 0.677 0.496 0.161
H 0.238 -2.005 -0.962 0.037
H 1.320 -1.085 0.038 0.095
H -0.998 1.267 0.817 0.071
H 0.777 1.107 0.559 0.065
C 3.566 1.891 4.112 -0.669
O 3.925 1.189 5.221 -0.117
N 2.954 1.286 3.107 0.131
N 3.889 3.122 3.908 0.120
H 2.479 0.398 3.370 0.026
H 2.476 1.768 2.288 0.082
H 4.287 3.796 4.664 0.167
H 3.714 3.631 2.976 0.138
C -2.637 1.662 2.028 -0.547
O -2.407 1.815 3.424 -0.137
N -2.013 2.328 1.123 0.138
N -3.342 0.636 1.592 0.195
H -1.726 3.204 1.535 0.081
H -2.530 2.550 0.214 0.069
H -3.922 0.222 2.366 0.165
H -3.518 0.421 0.639 0.057
C -0.353 0.904 -3.429 -0.628
O -0.890 1.802 -2.453 -0.147
N 0.243 -0.184 -3.144 0.183
N -0.434 1.172 -4.667 0.166
H 0.445 -0.449 -2.101 0.123
H 0.550 -0.848 -3.877 0.101
H -1.174 1.913 -4.809 0.162
H 0.453 1.424 -5.048 0.123
C 0.736 -0.131 4.124 -0.627
O 0.528 0.253 5.437 -0.117
N -0.015 0.273 3.138 0.173
N 1.695 -0.945 3.756 0.113
H -0.784 0.937 3.424 0.092
H 0.016 -0.114 2.130 0.109
H 2.259 -1.508 4.453 0.178
H 1.663 -1.387 2.830 0.066
C -3.155 -1.772 -3.901 -0.644
O -4.385 -2.347 -3.427 -0.172
N -2.787 -2.037 -5.110 0.134
N -2.392 -1.057 -3.227 0.202
H -3.551 -2.317 -5.751 0.128
H -1.949 -1.589 -5.647 0.153
H -2.771 -0.875 -2.314 0.094
H -1.533 -0.664 -3.504 0.042
C 1.164 -3.946 1.105 -0.107
O 0.759 -2.815 1.925 -0.156
H 1.090 -4.827 1.803 0.094
H 2.260 -3.959 0.775 0.091
H 0.363 -4.116 0.385 0.052
H -0.169 -3.028 2.006 0.024
C 0.644 -3.666 -5.387 -0.133
O 0.604 -2.582 -4.514 -0.157
H -0.267 -4.169 -5.519 0.061
H 1.287 -4.407 -4.968 0.077
H 0.948 -3.338 -6.430 0.116
H 0.304 -2.907 -3.654 0.052
C 2.926 -2.671 -1.710 -0.176
O 2.979 -1.602 -2.557 -0.081
H 1.849 -2.824 -1.501 0.047
H 3.439 -2.429 -0.742 0.080
H 3.194 -3.634 -2.226 0.108
H 2.372 -1.789 -3.217 0.003
C 0.202 4.082 -0.715 -0.175
O 1.405 4.635 -0.292 -0.136
H -0.678 4.583 -0.263 0.083
H 0.250 3.035 -0.367 0.052
H 0.050 4.091 -1.838 0.095
H 1.532 5.584 -0.508 0.125
C -1.460 -4.305 -1.635 -0.104
O -0.586 -3.259 -1.870 -0.140
H -1.459 -4.508 -0.583 0.055
H -1.353 -5.244 -2.131 0.090
H -2.441 -3.926 -1.796 0.087
H -1.149 -2.559 -2.156 0.033
C 3.824 -1.554 1.582 -0.171
O 2.844 -0.809 0.998 -0.164
H 3.589 -2.647 1.722 0.106
H 4.078 -1.155 2.545 0.084
H 4.633 -1.465 0.975 0.059
H 3.293 0.069 0.969 0.091



Referenced to the most stable arrangement, the calculated values in kJ/mol are *a* 0.0; *b* 407.1.